{"formula": "C48H120F12N12O30S12", "method": "wB97M-V/def2-TZVPD", "lumo_ha": -0.0091, "e_above_lowest_kcal_mol": 19.3, "symbols": ["C", "C", "H", "H", "O", "H", "H", "H", "C", "S", "N", "H", "C", "N", "H", "S", "H", "H", "C", "H", "C", "N", "O", "O", "H", "H", "C", "H", "C", "H", "H", "H", "C", "C", "H", "N", "H", "O", "H", "C", "H", "H", "H", "H", "O", "H", "C", "H", "H", "H", "C", "C", "S", "H", "H", "N", "H", "H", "C", "H", "H", "C", "H", "H", "H", "N", "C", "O", "H", "H", "C", "H", "H", "H", "C", "C", "H", "F", "H", "H", "H", "H", "F", "O", "O", "H", "C", "O", "H", "H", "H", "F", "H", "C", "C", "C", "F", "H", "H", "C", "O", "H", "N", "H", "S", "O", "H", "O", "F", "F", "C", "O", "S", "H", "H", "H", "H", "C", "H", "C", "H", "S", "C", "S", "H", "N", "H", "H", "H", "H", "O", "H", "C", "C", "H", "F", "H", "O", "H", "H", "C", "F", "C", "H", "S", "F", "H", "C", "H", "H", "H", "H", "H", "H", "H", "H", "F", "C", "H", "O", "C", "S", "N", "H", "H", "H", "H", "H", "H", "H", "N", "O", "H", "H", "H", "H", "C", "H", "H", "S", "H", "O", "N", "O", "H", "C", "O", "H", "H", "C", "H", "C", "H", "C", "H", "O", "H", "H", "S", "H", "H", "H", "O", "H", "O", "H", "C", "C", "C", "C", "O", "H", "C", "C", "O", "O", "O", "H", "H", "S", "H", "C", "H", "O", "H", "F", "O", "H", "H", "N", "H", "O", "F", "H"], "coordinates": [[0.37878, 1.86267, -1.00298], [-2.63322, -6.17568, 4.59902], [1.16447, -9.54679, -0.40644], [1.19494, -3.36715, 0.36769], [-1.48799, -3.27542, -1.16548], [2.36778, -5.03859, -2.55204], [1.33907, -8.05227, -1.37292], [-2.85120, 6.91151, 5.57250], [-1.75127, -9.00165, 5.50945], [-3.87455, -2.03946, 1.44518], [4.19125, 4.51309, -1.89688], [-1.87967, 4.32760, -3.64367], [3.03846, 8.07367, -2.11655], [-0.53761, -8.64018, -1.14940], [0.92566, -4.51188, -1.60066], [-6.81486, 4.97590, 1.23623], [-4.49180, 6.31661, 5.33067], [-3.42443, 5.97815, 4.09297], [-1.08378, -10.99716, -0.16127], [1.37574, 1.56189, -1.29387], [1.14168, -1.14021, -0.84981], [1.74578, 7.64394, -2.63862], [-5.34247, 1.82058, 1.97242], [-3.06982, -4.84247, 0.00375], [4.11319, 2.85180, -8.80980], [-3.53082, 4.79260, 6.87657], [0.99069, 0.82659, 5.47164], [-0.07302, 1.93998, -6.74262], [-1.59722, 4.01837, 4.25079], [-0.60112, -8.58396, 0.90826], [3.74564, 7.24731, -2.22456], [-0.05011, 2.34343, 7.12453], [1.89349, 1.96445, -5.32897], [-0.24533, -5.77183, 4.11096], [-2.68600, 2.86322, 7.16261], [-1.23347, -6.48067, 4.96624], [0.45508, 10.79229, -2.53800], [3.07957, -7.63574, 0.56712], [-1.30925, 1.03165, 7.06461], [-0.69488, -4.39321, 3.69421], [-1.45943, -9.96726, 5.09993], [-2.43397, -6.63343, 2.48858], [-1.67565, 5.78367, 8.09942], [-1.72878, -6.80666, 6.95704], [-4.58652, -1.69655, 0.25693], [-3.97530, 4.11177, 5.30233], [0.75114, 9.88994, -1.98510], [0.15429, -8.06180, 5.12246], [-2.75056, 2.12795, 5.58230], [-0.64860, -1.83489, 3.93679], [-1.03788, -6.18724, 6.41852], [2.71647, 7.44243, -5.06269], [2.31986, 5.02276, 3.57790], [2.28512, -10.30853, -2.37024], [1.56233, 6.13636, -1.29977], [-1.21503, -0.51290, -5.88296], [2.35842, 3.89676, -4.42760], [0.06705, -4.03134, 2.97296], [-2.45750, 1.28452, -0.34392], [0.95163, 6.46819, -4.16995], [-0.05617, 9.58177, -1.30233], [-0.95014, 4.99586, 7.82462], [3.72194, -0.54452, -7.74066], [-0.88976, -5.75763, -1.57263], [2.87643, 8.30594, -1.06529], [-2.45158, -2.59811, 1.12013], [-0.90002, -7.96773, 4.81692], [1.95632, 3.64863, 3.30469], [2.42767, 5.88598, -3.55928], [0.99890, 3.46066, 0.11829], [5.63317, 0.57915, -5.96432], [3.40164, 8.90793, -2.72083], [-0.89505, 6.38289, -0.85463], [3.67030, 4.59475, -8.50924], [1.13623, 1.08911, 1.14472], [-0.55463, -6.40306, -2.39692], [-2.56417, 5.91302, -3.26540], [-3.29409, -0.58417, 2.11080], [-1.22948, 2.40579, 0.90612], [-0.08564, -11.42035, -0.21304], [0.51041, 3.61657, -6.93758], [-1.68963, -7.47092, -0.00924], [1.00882, -1.50489, -6.18139], [-0.72448, -3.62038, 4.89789], [-0.00442, 5.91892, 1.25148], [-2.48428, 3.65729, 3.71833], [1.30447, -9.83014, -2.54050], [-3.68986, -0.59119, -6.25171], [0.02817, 5.33485, 8.16495], [-0.05025, -6.58548, 6.62957], [-0.60383, 3.78336, -0.61699], [-8.50237, 4.96592, 0.75470], [0.62659, 3.74748, -4.92379], [-0.51652, 6.71024, -1.81421], [-0.84661, 4.78146, 6.37275], [1.93423, 6.82796, -3.89401], [4.46766, 5.20235, -4.22243], [0.97825, 2.02308, 1.67556], [0.06587, -7.11403, 0.14414], [-3.25653, 4.75016, 5.82483], [4.81237, 2.76593, -3.59702], [0.59103, -10.62674, -2.78160], [1.76815, -8.61643, 2.51201], [0.69776, -5.69133, 4.64168], [5.11359, 4.09252, -3.09938], [-2.69082, 0.98737, -4.51383], [-3.25292, -6.46866, 5.43790], [-0.85717, -2.84119, -5.11055], [-0.92897, 7.24508, 3.06660], [0.02084, -10.18197, 3.02362], [0.66464, 2.57777, -7.23477], [0.80422, -6.35803, -2.52133], [4.09539, 3.95682, -0.48363], [2.09008, 1.09781, 0.64061], [2.86219, 1.60028, -4.95378], [1.65950, 1.47298, 6.08171], [0.09314, 8.52912, -3.43680], [-3.44376, 6.06871, 5.18916], [-2.24863, 4.72537, -1.98141], [0.89967, -9.03187, -1.33026], [-1.24437, -5.18842, 6.75759], [0.50637, 6.78822, 2.28218], [1.29606, -5.01650, -2.50076], [2.87423, -7.62804, 1.99534], [-3.33162, 1.49896, 0.28938], [2.00450, 2.22803, -6.77532], [-0.03279, -6.32108, 3.19277], [0.85695, -2.35746, 1.73477], [3.32151, -0.28515, -5.99690], [1.39786, 0.35754, -7.24211], [2.17307, -11.06919, 2.13663], [0.06150, 4.26280, 6.11449], [-0.85894, 1.88410, 6.54564], [1.65220, -2.58320, 0.99161], [1.14576, 2.88887, -3.56930], [-0.84900, -4.61656, 0.76460], [-0.78546, 3.29598, 4.17356], [3.58076, 5.54555, 3.15647], [1.65410, 10.10986, -1.39706], [-1.17854, -10.74287, 0.90987], [-0.70272, -7.88649, 0.08580], [-2.39823, 1.33013, -6.82323], [-1.26640, -2.32037, 4.71039], [5.84440, -0.48851, -6.12850], [-2.08477, -3.78676, 0.01913], [2.87219, 4.99246, -0.01184], [-1.47668, -10.19245, -2.11746], [-1.43716, -9.87467, -1.08413], [2.18970, 8.22468, -5.60907], [-2.11451, -7.84183, -2.09383], [-0.84165, 5.71550, 5.85786], [-1.52244, -9.10054, 6.56657], [-0.41745, -0.99262, 0.56801], [-1.41696, 0.76008, 1.51018], [2.29780, 4.25265, -6.79856], [1.42879, -9.20354, -3.42235], [1.92045, -6.19740, 2.14409], [3.48716, 0.20949, -6.97428], [-1.06007, -5.91164, -3.24239], [4.64383, 1.06118, -6.93886], [0.96656, 7.02085, -1.54565], [1.70045, -10.06605, 3.06182], [1.21664, 6.02502, 3.48567], [-4.00331, -6.05067, 3.05542], [1.04602, 1.26039, -5.33656], [1.59559, -0.55230, -1.65744], [3.77501, 3.30449, -6.45899], [-2.31557, -2.36040, 4.36959], [-3.52307, -7.70820, 3.39841], [-2.71465, -5.09029, 4.63497], [0.06344, 0.95666, 0.12540], [-0.57107, 5.66830, -2.76795], [0.82225, -2.09617, -1.28344], [-1.21245, 4.08914, 8.35393], [1.09785, 0.23364, 1.81513], [-0.83700, -8.27692, -3.18217], [-1.27371, 1.36543, 0.60082], [-1.12646, 7.56715, -2.09740], [-1.18950, -1.75472, 5.63957], [-0.36195, -1.48099, -5.08528], [1.40994, 0.79369, 4.47952], [0.28493, -0.98418, -3.87137], [-6.79341, 3.75214, 2.21807], [-4.80741, 3.66505, 3.55957], [-1.01836, -8.10192, 3.74354], [-1.03448, -7.78823, -2.24361], [5.23108, 4.29405, 0.33769], [2.58459, 3.64694, -9.32923], [-2.43016, 1.96526, -1.17987], [1.52187, 3.21636, -4.53291], [2.50164, 1.14901, -8.47173], [2.90317, 3.40389, -7.10024], [0.62882, 2.49959, -8.33885], [2.28359, 0.96550, -7.43492], [-2.82140, -8.81256, 5.40132], [-4.54503, -2.71630, 2.53186], [2.52568, -2.98541, 1.53018], [-2.58578, 0.27640, -0.72087], [-5.75409, 2.90793, 2.81117], [-0.93933, -0.49394, -1.00235], [-1.29626, 4.99873, 3.90119], [3.70352, 7.71855, -4.70509], [-6.55760, 6.23401, 1.88568], [1.04836, 7.66472, -0.67458], [3.41480, 2.69490, -0.31508], [1.71633, 9.32241, -3.72004], [-0.09041, -0.46638, -0.34311], [0.37785, 3.31066, -0.75924], [-1.86863, 5.14314, -2.90675], [3.33503, 3.56613, -8.53879], [-0.26591, 1.49252, 5.33847], [2.86130, 6.58186, -5.72585], [-3.15213, -6.68865, 3.30514], [-2.12130, 2.70101, 6.25916], [2.04085, -1.45252, 0.22092], [1.99913, -10.17872, 4.45932], [6.48415, 4.45137, -3.01960], [-0.32814, 1.66351, -1.79353], [5.32363, 0.66805, -4.92064], [-2.60112, 0.25479, -5.77912], [-2.41841, -9.52594, -0.73758], [1.02764, 8.88328, -3.00912], [6.50889, 1.20603, -6.11898], [-6.13376, 4.65506, 0.02307], [0.92968, 3.86147, -1.52820], [2.46434, 5.02520, 5.26841], [3.99729, -7.48755, 2.89210], [-1.62190, -4.29117, 3.10047], [0.80228, -4.47682, -3.32612], [-1.95358, 4.08705, 5.67651], [0.80156, -0.14611, 5.93808], [1.11451, 8.00448, 1.82720], [-6.55081, 2.09920, 4.10744], [-1.81392, -11.75149, -0.45432]]}